DFT (ωB97M-V/def2-TZVPD) results for a cluster of 2 separate species, C3H10N2O2 in total at a distorted geometry.

CARTESIAN COORDINATES (ANGSTROEM)
C (1.737, -1.197, 0.185)
C (-0.344, 1.775, 0.135)
C (-1.699, -0.631, 0.001)
N (1.133, 0.038, -0.250)
N (0.091, 0.459, 0.519)
O (-2.611, -0.206, 0.931)
O (-2.008, -0.277, -1.268)
H (2.676, -1.332, -0.349)
H (1.938, -1.106, 1.252)
H (1.103, -2.076, 0.020)
H (-0.537, 1.859, -0.948)
H (-1.253, 2.004, 0.685)
H (0.423, 2.507, 0.397)
H (-1.359, -1.659, 0.076)
H (0.967, 0.079, -1.260)
H (-2.268, -0.377, 1.814)
H (-2.601, 0.487, -1.222)

Computed properties:
total energy	-10345.1425	eV
largest force on an atom	3.42	eV/Å
LUMO energy (alpha / beta)	0.0292 / 0.0292	Ha
gap between HOMO and LUMO (alpha / beta)	0.28178 / 0.28181	Ha
energy above the lowest of the compared OMol25 structures with the same formula, charge and spin	100.2	kcal per mole

And the natural (NBO) charges, in e, turn out to be:
1. C -0.4070
2. C -0.4471
3. C 0.4831
4. N -0.4682
5. N -0.3373
6. O -0.7192
7. O -0.6869
8. H 0.1996
9. H 0.2063
10. H 0.1594
11. H 0.1519
12. H 0.2004
13. H 0.2021
14. H 0.1462
15. H 0.3246
16. H 0.5012
17. H 0.4909


DFT (ωB97M-V/def2-TZVPD) results for a cluster of 3 separate species, C3H10N2O2 in total.

CARTESIAN COORDINATES (ANGSTROEM)
C (1.040, 1.058, 2.039)
C (1.230, -0.761, 0.455)
O (0.085, 1.804, 1.761)
H (-0.099, 1.404, 0.310)
H (0.925, 0.238, 2.759)
H (2.071, 1.346, 1.793)
H (2.188, -0.768, 0.969)
H (1.381, -0.938, -0.604)
H (0.523, -1.457, 0.903)
C (-1.598, -0.748, -1.758)
N (-1.353, 0.087, -0.592)
N (-0.167, 0.784, -0.560)
O (0.327, 1.134, -1.632)
H (-1.530, -0.325, 0.314)
H (-1.627, -0.124, -2.648)
H (-2.568, -1.220, -1.619)
H (-0.829, -1.515, -1.889)

Computed properties:
total energy	-10342.0462	eV
largest force on an atom	0.78	eV/Å
LUMO energy (alpha / beta)	-0.0097 / -0.0094	Ha
gap between HOMO and LUMO (alpha / beta)	0.27887 / 0.27940	Ha
energy above the lowest of the compared OMol25 structures with the same formula, charge and spin	171.6	kcal per mole

And the natural (NBO) charges, in e, turn out to be:
1. C 0.2332
2. C -0.8196
3. O -0.6633
4. H 0.4224
5. H 0.1352
6. H 0.1363
7. H 0.1931
8. H 0.1918
9. H 0.1696
10. C -0.4422
11. N -0.4007
12. N 0.2109
13. O -0.4059
14. H 0.3891
15. H 0.2291
16. H 0.2173
17. H 0.2037


DFT (ωB97M-V/def2-TZVPD) results for a cluster of 2 separate species, C3H10N2O2 in total at a distorted geometry.

CARTESIAN COORDINATES (ANGSTROEM)
N (-0.459, 1.435, 1.363)
C (0.086, 0.527, 0.339)
C (-0.275, 1.040, -1.035)
C (-0.464, -0.882, 0.486)
N (-1.418, -1.119, 1.413)
O (-0.005, -1.758, -0.232)
H (-1.194, 2.025, 1.022)
H (0.234, 1.980, 1.866)
H (1.165, 0.435, 0.461)
H (-1.359, 1.103, -1.168)
H (0.162, 0.429, -1.828)
H (0.143, 2.021, -1.233)
H (-1.824, -2.037, 1.394)
H (-1.686, -0.483, 2.139)
H (1.992, -1.607, -0.905)
H (2.536, -1.898, -2.363)
O (2.367, -1.211, -1.719)

Computed properties:
total energy	-10349.0784	eV
largest force on an atom	1.33	eV/Å
LUMO energy	0.0347	Ha
gap between HOMO and LUMO	0.37518	Ha
energy above the lowest of the compared OMol25 structures with the same formula, charge and spin	9.4	kcal per mole
SMILES	C[C@@H](N)C(N)=O.O

And the natural (NBO) charges, in e, turn out to be:
1. N -0.8695
2. C -0.1479
3. C -0.6190
4. C 0.6722
5. N -0.8175
6. O -0.6595
7. H 0.3654
8. H 0.3757
9. H 0.2205
10. H 0.2003
11. H 0.2521
12. H 0.2124
13. H 0.3989
14. H 0.4197
15. H 0.4956
16. H 0.4701
17. O -0.9696


DFT (ωB97M-V/def2-TZVPD) results for a cluster of 2 separate species, C3H10N2O2 in total at a distorted geometry.

CARTESIAN COORDINATES (ANGSTROEM)
C (1.492, -1.390, -0.139)
C (-1.667, -0.488, -0.655)
C (0.635, -0.215, 0.233)
N (0.584, 2.291, -0.128)
N (1.198, 0.934, -0.316)
O (-2.296, -0.098, 0.500)
O (0.383, -0.121, 1.588)
H (1.090, -2.283, 0.394)
H (1.451, -1.812, -1.135)
H (2.473, -1.295, 0.285)
H (-1.703, -1.598, -0.908)
H (-1.958, 0.109, -1.420)
H (1.147, 2.893, 0.498)
H (-0.352, 2.307, 0.288)
H (1.255, 0.835, -1.326)
H (-3.209, -0.422, 0.493)
H (-0.524, 0.353, 1.750)

Computed properties:
total energy	-10343.7141	eV
largest force on an atom	5.17	eV/Å
LUMO energy (alpha / beta)	0.0286 / 0.0286	Ha
gap between HOMO and LUMO (alpha / beta)	0.29541 / 0.29548	Ha
energy above the lowest of the compared OMol25 structures with the same formula, charge and spin	133.1	kcal per mole

And the natural (NBO) charges, in e, turn out to be:
1. C -0.6984
2. C -0.1996
3. C 0.5184
4. N -0.6865
5. N -0.4804
6. O -0.7659
7. O -0.7238
8. H 0.2343
9. H 0.2381
10. H 0.2282
11. H 0.1373
12. H 0.1324
13. H 0.3590
14. H 0.3506
15. H 0.3725
16. H 0.4722
17. H 0.5117


DFT (ωB97M-V/def2-TZVPD) results for a structure of composition C3H10N2O2 at a distorted geometry.

CARTESIAN COORDINATES (ANGSTROEM)
C (-0.782, -0.373, 0.623)
C (0.646, 1.175, -1.122)
C (-2.066, -0.085, -0.126)
N (1.632, 0.704, 0.886)
N (1.688, 0.663, -0.474)
O (2.417, -0.371, 1.374)
O (-0.078, -1.549, 0.208)
H (1.801, -1.129, 1.402)
H (-0.298, -1.765, -0.705)
H (0.355, 0.395, 0.976)
H (2.154, -0.158, -0.860)
H (-1.022, -0.543, 1.680)
H (0.187, 2.061, -0.717)
H (0.576, 0.996, -2.183)
H (-2.522, 0.833, 0.251)
H (-2.794, -0.899, -0.018)
H (-1.893, 0.045, -1.197)

Computed properties:
total energy	-10342.5225	eV
largest force on an atom	1.68	eV/Å
LUMO energy (alpha / beta)	0.0214 / 0.0214	Ha
gap between HOMO and LUMO (alpha / beta)	0.29823 / 0.29827	Ha
energy above the lowest of the compared OMol25 structures with the same formula, charge and spin	160.6	kcal per mole

And the natural (NBO) charges, in e, turn out to be:
1. C -0.1473
2. C -0.2276
3. C -0.6468
4. N -0.1272
5. N -0.2944
6. O -0.5891
7. O -0.7713
8. H 0.4763
9. H 0.4687
10. H 0.2663
11. H 0.4028
12. H 0.1684
13. H 0.2087
14. H 0.1985
15. H 0.2244
16. H 0.1973
17. H 0.1924


DFT (ωB97M-V/def2-TZVPD) results for a cluster of 2 separate species, C3H10N2O2 in total.

CARTESIAN COORDINATES (ANGSTROEM)
C (-0.546, -1.097, 1.536)
N (0.272, -0.427, 0.512)
N (1.148, -1.253, -0.254)
H (0.673, 0.515, 0.892)
H (1.945, -1.506, 0.324)
H (0.659, -2.104, -0.522)
H (-1.166, -1.870, 1.081)
H (0.105, -1.509, 2.308)
H (-1.205, -0.355, 1.980)
C (-0.013, 0.969, -1.760)
C (-0.721, 0.555, -0.498)
O (-0.030, 1.858, 0.743)
O (-1.905, 0.368, -0.413)
H (0.352, 2.639, 0.326)
H (-0.394, 1.944, -2.057)
H (-0.240, 0.254, -2.555)
H (1.066, 1.018, -1.644)

Computed properties:
total energy	-10345.8615	eV
largest force on an atom	0.92	eV/Å
LUMO energy	0.0253	Ha
gap between HOMO and LUMO	0.36830	Ha
energy above the lowest of the compared OMol25 structures with the same formula, charge and spin	83.6	kcal per mole

And the natural (NBO) charges, in e, turn out to be:
1. C -0.4346
2. N -0.3586
3. N -0.6461
4. H 0.4890
5. H 0.3588
6. H 0.3575
7. H 0.2080
8. H 0.2007
9. H 0.2517
10. C -0.7127
11. C 0.7852
12. O -1.0411
13. O -0.6188
14. H 0.4588
15. H 0.2423
16. H 0.2295
17. H 0.2304


DFT (ωB97M-V/def2-TZVPD) results for an isolated molecule of C3H10N2O3 at a distorted geometry.

CARTESIAN COORDINATES (ANGSTROEM)
C (-0.268, 0.448, 0.555)
C (-0.776, -0.855, 0.055)
C (1.414, 0.097, -0.056)
N (-0.216, 0.596, 1.935)
N (1.575, -0.123, -1.482)
O (-0.779, 1.535, -0.121)
O (-2.232, -0.918, 0.747)
O (-0.968, -0.870, -1.312)
H (-1.091, 1.208, -0.982)
H (-2.868, -0.536, 0.129)
H (-0.068, -0.859, -1.723)
H (-0.334, -1.741, 0.506)
H (-0.167, 1.564, 2.223)
H (-0.967, 0.099, 2.400)
H (2.374, -0.710, -1.687)
H (1.652, 0.752, -1.989)
H (1.828, -0.714, 0.541)
H (1.890, 1.029, 0.261)

Computed properties:
total energy	-12394.5608	eV
largest force on an atom	5.37	eV/Å
LUMO energy	0.0265	Ha
gap between HOMO and LUMO	0.33941	Ha
energy above the lowest of the compared OMol25 structures with the same formula, charge and spin	50.1	kcal per mole
SMILES	NC[C@@](N)(O)C(O)O

And the natural (NBO) charges, in e, turn out to be:
1. C 0.3949
2. C 0.3510
3. C -0.2947
4. N -0.8556
5. N -0.8801
6. O -0.7201
7. O -0.8041
8. O -0.7539
9. H 0.4883
10. H 0.4678
11. H 0.5114
12. H 0.1757
13. H 0.3831
14. H 0.4021
15. H 0.3807
16. H 0.3787
17. H 0.1952
18. H 0.1794


DFT (ωB97M-V/def2-TZVPD) results for a cluster of 2 separate species, C3H10N2O3 in total at a distorted geometry.

CARTESIAN COORDINATES (ANGSTROEM)
C (-0.032, -0.528, 1.118)
N (0.349, -1.390, -0.006)
C (1.490, -1.086, -0.702)
O (2.491, -0.639, 0.156)
O (1.758, -1.547, -1.786)
C (-1.050, 0.597, 0.974)
N (-0.345, 1.918, 0.966)
H (-0.161, -1.289, 1.902)
H (0.864, -0.093, 1.562)
H (-0.334, -1.801, -0.623)
H (3.215, -0.366, -0.422)
H (-1.821, 0.753, 1.738)
H (-1.668, 0.601, 0.046)
H (-0.567, 2.546, 0.216)
H (0.652, 1.783, 1.062)
H (-1.683, 0.804, -2.524)
H (-1.769, -0.566, -1.929)
O (-1.389, 0.304, -1.749)

Computed properties:
total energy	-12395.2789	eV
largest force on an atom	3.07	eV/Å
LUMO energy	0.0142	Ha
gap between HOMO and LUMO	0.33452	Ha
energy above the lowest of the compared OMol25 structures with the same formula, charge and spin	33.6	kcal per mole
SMILES	NCCNC(=O)O.O

And the natural (NBO) charges, in e, turn out to be:
1. C -0.2589
2. N -0.6191
3. C 0.8752
4. O -0.7158
5. O -0.6355
6. C -0.2814
7. N -0.8597
8. H 0.2091
9. H 0.2301
10. H 0.3941
11. H 0.4964
12. H 0.1921
13. H 0.2417
14. H 0.3612
15. H 0.3533
16. H 0.4790
17. H 0.4701
18. O -0.9318


DFT (ωB97M-V/def2-TZVPD) results for a cluster of 4 separate species, C3H10N2O3 in total at a distorted geometry.

CARTESIAN COORDINATES (ANGSTROEM)
C (-1.571, -1.989, 0.676)
C (-0.540, -1.608, 1.540)
N (-0.090, -0.430, 1.235)
C (-0.627, -0.055, 0.065)
N (-1.529, -1.055, -0.382)
H (-2.205, -2.811, 0.618)
H (-0.239, -2.275, 2.276)
H (-0.432, 0.800, -0.596)
H (-2.376, -0.862, -1.021)
H (1.315, 1.850, 1.737)
H (2.719, 1.221, 2.112)
O (2.242, 1.958, 1.827)
H (3.312, 0.407, -0.962)
H (3.345, 1.454, 0.134)
O (3.775, 1.265, -0.712)
H (-2.269, 0.155, -3.352)
H (-2.072, 1.311, -2.483)
O (-2.757, 0.662, -2.712)

Computed properties:
total energy	-12395.0323	eV
largest force on an atom	4.86	eV/Å
LUMO energy	0.0111	Ha
gap between HOMO and LUMO	0.33988	Ha
energy above the lowest of the compared OMol25 structures with the same formula, charge and spin	39.3	kcal per mole
SMILES	c1c[nH]cn1.O.O.O

And the natural (NBO) charges, in e, turn out to be:
1. C -0.0991
2. C -0.0792
3. N -0.4770
4. C 0.1388
5. N -0.5495
6. H 0.2091
7. H 0.2030
8. H 0.1950
9. H 0.4505
10. H 0.4940
11. H 0.4788
12. O -0.9630
13. H 0.4587
14. H 0.4817
15. O -0.9508
16. H 0.4699
17. H 0.4695
18. O -0.9303


DFT (ωB97M-V/def2-TZVPD) results for a cluster of 3 separate species, C3H10N2O3 in total at a distorted geometry.

CARTESIAN COORDINATES (ANGSTROEM)
C (-1.285, -0.038, 0.198)
C (0.314, 1.222, -0.466)
C (1.492, 0.488, -0.603)
N (-1.172, -1.166, -0.666)
N (1.410, -1.246, 0.510)
O (-1.004, -0.145, 1.412)
O (-2.359, 0.760, -0.187)
O (0.259, 2.138, 0.590)
H (0.758, -0.990, 1.258)
H (-2.421, 1.481, 0.454)
H (-0.041, 1.630, 1.366)
H (-0.190, 1.546, -1.370)
H (-1.529, -1.990, -0.185)
H (-1.634, -1.007, -1.553)
H (2.341, -1.476, 0.837)
H (1.004, -2.006, -0.021)
H (1.698, 0.009, -1.549)
H (2.358, 0.790, -0.023)

Computed properties:
total energy	-12393.7181	eV
largest force on an atom	1.42	eV/Å
LUMO energy	0.0281	Ha
gap between HOMO and LUMO	0.30604	Ha
energy above the lowest of the compared OMol25 structures with the same formula, charge and spin	69.6	kcal per mole
SMILES	NC(=O)O.C=CO.N

And the natural (NBO) charges, in e, turn out to be:
1. C 0.8579
2. C -0.1449
3. C -0.1813
4. N -0.9040
5. N -0.9464
6. O -0.7603
7. O -0.7225
8. O -0.7420
9. H 0.4275
10. H 0.4924
11. H 0.4821
12. H 0.2011
13. H 0.3840
14. H 0.3861
15. H 0.3756
16. H 0.3965
17. H 0.2018
18. H 0.1967


- Among the records above, which one has the lowest energy above the lowest of the compared OMol25 structures with the same formula, charge and spin?
  number 3


- What is the formula in the second record?
  C3H10N2O2


- Number 2 is which compound?
  C3H10N2O2


What did the tenth record say?
DFT (ωB97M-V/def2-TZVPD) results for a cluster of 3 separate species, C3H10N2O3 in total at a distorted geometry.

CARTESIAN COORDINATES (ANGSTROEM)
C (-1.285, -0.038, 0.198)
C (0.314, 1.222, -0.466)
C (1.492, 0.488, -0.603)
N (-1.172, -1.166, -0.666)
N (1.410, -1.246, 0.510)
O (-1.004, -0.145, 1.412)
O (-2.359, 0.760, -0.187)
O (0.259, 2.138, 0.590)
H (0.758, -0.990, 1.258)
H (-2.421, 1.481, 0.454)
H (-0.041, 1.630, 1.366)
H (-0.190, 1.546, -1.370)
H (-1.529, -1.990, -0.185)
H (-1.634, -1.007, -1.553)
H (2.341, -1.476, 0.837)
H (1.004, -2.006, -0.021)
H (1.698, 0.009, -1.549)
H (2.358, 0.790, -0.023)

Computed properties:
total energy	-12393.7181	eV
largest force on an atom	1.42	eV/Å
LUMO energy	0.0281	Ha
gap between HOMO and LUMO	0.30604	Ha
energy above the lowest of the compared OMol25 structures with the same formula, charge and spin	69.6	kcal per mole
SMILES	NC(=O)O.C=CO.N

And the natural (NBO) charges, in e, turn out to be:
1. C 0.8579
2. C -0.1449
3. C -0.1813
4. N -0.9040
5. N -0.9464
6. O -0.7603
7. O -0.7225
8. O -0.7420
9. H 0.4275
10. H 0.4924
11. H 0.4821
12. H 0.2011
13. H 0.3840
14. H 0.3861
15. H 0.3756
16. H 0.3965
17. H 0.2018
18. H 0.1967